C14H21N5O2 | wB97M-V/def2-TZVPD

max |F|: 1.60 eV Å⁻¹
E: -970.28033 Eh
charge: 0
HOMO energy: -8.04 eV
gap between HOMO and LUMO: 8.63 eV
LUMO: 0.60 eV
ΔE to the lowest compared entry with this formula, charge and spin: 75.5 kcal/mol

The geometry in XYZ format:
```
42
Properties=species:S:1:pos:R:3:forces:R:3
C 6.114 0.662 0.211 -0.120 -0.168 -0.114
C 4.947 -0.020 -0.491 -0.027 0.270 0.111
C 3.821 0.966 -0.793 -0.001 -0.377 -0.111
C 2.634 0.285 -1.480 0.351 0.449 -0.164
N 2.006 -0.678 -0.623 -1.031 -0.113 1.221
N 2.174 -2.010 -0.751 0.666 -0.093 -1.004
N 1.535 -2.568 0.181 0.137 -0.904 -0.057
N 0.927 -1.686 0.967 -0.484 0.931 0.628
C 1.216 -0.495 0.473 0.743 -0.528 -0.751
N 0.877 0.714 0.979 0.196 0.486 -0.018
C -0.234 0.770 1.925 -0.196 -0.010 -0.015
C -1.560 0.622 1.226 -0.042 0.210 0.070
C -2.273 1.721 0.792 0.186 -0.140 0.166
C -3.457 1.557 0.083 -0.235 -0.069 -0.181
C -3.929 0.291 -0.216 -0.058 -0.151 -0.054
O -5.070 0.022 -0.909 0.332 -0.224 0.204
C -5.855 1.100 -1.350 -0.114 0.196 -0.067
C -3.196 -0.840 0.215 -0.128 0.008 -0.083
O -3.716 -2.047 -0.128 -0.130 0.451 -0.052
C -3.017 -3.205 0.263 0.153 -0.213 0.071
C -2.031 -0.658 0.935 -0.238 -0.192 -0.052
H 6.905 -0.055 0.414 0.128 0.000 0.060
H 5.792 1.094 1.156 0.014 0.067 0.109
H 6.522 1.457 -0.409 0.090 0.105 -0.018
H 5.293 -0.469 -1.425 -0.037 -0.090 -0.024
H 4.567 -0.827 0.139 -0.012 -0.068 -0.069
H 4.190 1.757 -1.449 -0.019 0.080 0.013
H 3.483 1.428 0.138 -0.002 0.089 -0.010
H 2.970 -0.262 -2.364 -0.121 0.083 0.037
H 1.888 1.028 -1.784 0.047 -0.153 -0.055
H 0.885 1.469 0.306 -0.015 -0.095 0.053
H -0.167 1.729 2.444 -0.031 -0.134 0.028
H -0.079 -0.044 2.635 -0.016 0.158 0.063
H -1.922 2.720 1.009 0.036 0.115 0.050
H -4.000 2.433 -0.234 -0.104 0.039 -0.058
H -6.707 0.654 -1.860 0.040 0.079 0.025
H -6.214 1.708 -0.512 0.028 -0.018 -0.034
H -5.308 1.739 -2.052 -0.015 -0.020 0.044
H -2.967 -3.295 1.352 0.012 0.013 -0.035
H -2.002 -3.225 -0.146 -0.028 0.023 0.023
H -3.586 -4.040 -0.143 0.067 0.027 0.052
H -1.453 -1.502 1.275 -0.019 -0.120 0.001
```
Forces are in eV/Å.

C14H22AsO12PSTe2Zr | wB97M-V/def2-TZVPD

max |F|: 0.63 eV Å⁻¹
E: -5008.40114 Eh
charge: -2
HOMO energy: -1.87 eV
gap between HOMO and LUMO: 5.95 eV
LUMO: 4.08 eV
ΔE to the lowest compared entry with this formula, charge and spin: 11.7 kcal/mol

The geometry in XYZ format:
```
54
Properties=species:S:1:pos:R:3:forces:R:3
Zr 0.839 0.240 -0.640 -0.257 0.569 -0.060
O -2.501 -0.238 1.384 -0.029 0.002 0.008
As 0.774 -0.631 2.808 0.046 0.053 0.059
O 2.223 -1.423 2.964 -0.079 0.007 -0.004
O 0.372 -0.719 1.007 -0.041 -0.095 0.131
C 1.149 1.434 2.927 0.060 -0.019 -0.075
C 0.472 1.946 4.037 -0.007 -0.006 0.018
C 0.534 3.280 4.412 -0.011 -0.024 0.006
C 1.293 4.172 3.668 0.018 0.016 -0.020
C 1.975 3.710 2.557 -0.008 -0.006 0.035
C 1.896 2.366 2.202 0.011 0.007 -0.008
S 2.755 1.952 0.701 0.062 -0.188 -0.101
O 4.054 2.560 0.745 -0.050 0.092 -0.034
O 1.876 2.390 -0.417 -0.017 -0.074 0.080
O 2.722 0.477 0.603 0.123 -0.046 0.052
H -1.697 -0.778 1.405 0.027 -0.004 0.018
H -0.136 1.259 4.620 -0.002 0.011 0.006
H -0.015 3.625 5.283 0.001 0.002 0.000
H 1.348 5.219 3.946 0.001 0.000 -0.001
H 2.576 4.381 1.956 0.001 0.006 0.004
C -1.124 3.606 -1.123 -0.026 0.012 0.005
C -1.433 2.118 -1.301 0.071 0.030 -0.012
C -2.935 1.869 -1.246 -0.019 0.019 -0.015
O -0.801 1.377 -0.286 0.045 -0.199 -0.178
C -0.872 1.673 -2.674 -0.124 -0.048 0.111
O -1.483 1.922 -3.705 0.136 0.074 -0.073
O 0.256 1.047 -2.586 -0.057 -0.133 0.126
H -1.506 3.936 -0.153 -0.001 0.002 -0.001
H -1.594 4.188 -1.918 0.000 0.004 0.006
H -0.046 3.767 -1.138 0.004 -0.007 -0.006
H -3.334 2.242 -0.298 -0.003 0.000 -0.003
H -3.142 0.800 -1.306 0.009 -0.003 -0.003
H -3.430 2.373 -2.076 0.003 0.002 0.003
H -2.140 0.529 0.906 -0.007 0.000 -0.054
C 0.389 -3.515 -4.912 0.009 -0.015 0.004
C -0.536 -3.216 -3.755 0.100 0.031 0.006
O 0.015 -3.808 -2.557 -0.272 -0.063 0.097
P 0.324 -2.952 -1.254 0.232 0.117 -0.192
O -0.168 -1.549 -1.487 0.059 -0.115 0.128
Te 2.709 -3.033 -0.797 -0.029 0.032 -0.038
O -0.461 -3.745 -0.136 0.049 -0.113 -0.015
C 0.056 -3.888 1.218 -0.028 0.046 -0.043
C -1.112 -3.876 2.169 0.004 0.013 0.027
H -0.025 -3.096 -5.831 0.000 0.002 0.000
H 0.520 -4.591 -5.041 -0.008 0.000 0.000
H 1.361 -3.056 -4.727 -0.004 0.008 -0.006
H -1.524 -3.661 -3.894 0.001 -0.002 -0.013
H -0.646 -2.143 -3.610 -0.008 0.004 -0.001
H 0.750 -3.077 1.443 0.009 -0.003 0.010
H 0.594 -4.838 1.251 -0.011 -0.005 0.007
H -1.637 -2.922 2.120 0.001 -0.001 -0.012
H -0.740 -4.002 3.187 -0.007 0.000 0.002
H -1.815 -4.679 1.940 0.003 -0.006 -0.001
Te 3.022 -1.021 -2.590 0.022 0.015 0.021
```
Forces are in eV/Å.